Record 1
The following is a DFT calculation (the ωB97M-V functional and the def2-TZVPD basis) of a 2-piece molecular cluster, C2H8O2 overall in a non-equilibrium geometry.

XYZ file:
```
12
Properties=species:S:1:pos:R:3:forces:R:3:nbo_charge:R:1
C -0.888 0.710 -0.470 -0.668 -1.061 -0.443 -0.065
O 0.447 0.924 -0.893 0.083 0.342 0.127 -0.728
C -1.039 -0.285 0.678 1.154 -0.857 -0.540 -0.648
H -1.495 1.600 -0.315 0.423 0.489 0.172 0.161
H -1.306 0.219 -1.343 -0.393 0.124 -0.214 0.173
H 0.984 1.279 -0.179 -0.155 0.027 0.193 0.467
H -0.810 -1.291 0.298 -0.070 0.138 -0.092 0.201
H -0.240 -0.156 1.414 -0.517 0.366 0.416 0.221
H -2.044 -0.378 1.071 -0.048 0.483 0.311 0.220
H 2.766 -0.448 -0.109 0.295 -0.040 0.183 0.462
H 1.478 -1.093 -0.423 -0.235 -0.059 0.122 0.477
O 2.147 -1.080 0.271 0.131 0.049 -0.236 -0.940
```
Positions in Å, forces in eV/Å.

Properties
Gap between HOMO and LUMO in eV: 11.4
Energy above the lowest of the compared OMol25 structures with the same formula, charge and spin in eV: 0.196
Molar mass in Da: 64.08
HOMO in eV: -10.60
Calculated total energy in Ha: -231.45511
Total charge: 0

***

Record 2
The following is a DFT calculation (the ωB97M-V functional and the def2-TZVPD basis) of a single C7H17N molecule in a non-equilibrium geometry.

XYZ file:
```
25
Properties=species:S:1:pos:R:3:forces:R:3:nbo_charge:R:1
C 0.164 0.431 -0.097 2.445 0.161 -1.150 -0.024
C -1.803 -1.183 0.929 1.921 -0.304 -0.668 -0.208
C -0.316 -0.972 0.164 -2.463 -0.527 1.234 -0.428
C 1.759 0.288 -0.773 -1.538 0.759 0.589 -0.381
C 0.296 1.284 1.169 0.183 -0.142 -0.084 -0.617
C -0.683 1.170 -1.141 0.239 0.297 -0.053 -0.618
C 2.489 -1.041 -0.709 -0.092 -0.216 0.202 -0.620
N -2.882 -0.246 0.764 -0.120 0.338 -0.146 -0.828
H -3.096 -0.086 -0.214 0.020 0.045 0.192 0.354
H -2.673 0.644 1.203 -0.058 -0.096 -0.186 0.351
H -2.150 -2.161 0.580 0.068 0.084 0.048 0.185
H -1.615 -1.306 2.000 0.052 0.158 -0.115 0.183
H -0.399 -1.529 -0.773 0.185 0.080 0.035 0.199
H 0.373 -1.496 0.834 0.037 -0.007 -0.239 0.207
H 2.376 1.039 -0.267 -0.194 -0.017 0.070 0.193
H 1.735 0.616 -1.819 -0.347 -0.059 0.092 0.195
H -0.673 1.606 1.555 -0.071 -0.079 0.012 0.197
H -1.619 1.564 -0.741 -0.058 -0.289 0.077 0.202
H 0.878 2.190 0.964 -0.124 -0.116 0.008 0.211
H 0.809 0.733 1.963 -0.006 0.032 -0.040 0.209
H -0.160 2.064 -1.502 0.147 -0.173 -0.021 0.209
H -0.895 0.535 -2.006 -0.018 0.056 0.077 0.208
H 3.503 -0.946 -1.117 -0.203 0.102 0.039 0.215
H 1.983 -1.817 -1.291 0.025 0.015 0.166 0.204
H 2.598 -1.381 0.326 -0.032 -0.103 -0.139 0.201
```
Positions in Å, forces in eV/Å.

Properties
Gap between HOMO and LUMO in eV: 9.6
Energy above the lowest of the compared OMol25 structures with the same formula, charge and spin in eV: 1.005
Molar mass in Da: 115.22
HOMO in eV: -8.71
Calculated total energy in Ha: -331.63399
Total charge: 0

***

Record 3
The following is a DFT calculation (the ωB97M-V functional and the def2-TZVPD basis) of C2F3IrNO3S2 as an isolated structure in a non-equilibrium geometry.

XYZ file:
```
12
Properties=species:S:1:pos:R:3:forces:R:3:nbo_charge:R:1
N 0.430 1.295 1.517 0.380 2.504 -1.814 -0.886
S 0.084 2.538 0.307 -0.191 -2.197 1.586 0.385
S 0.642 -0.167 1.022 -0.114 -1.572 -0.591 1.323
C 2.075 -0.215 -0.261 1.563 -0.432 -0.022 0.813
F 1.803 0.303 -1.452 -0.631 0.202 0.317 -0.295
F 3.123 0.422 0.249 -0.567 0.036 0.099 -0.285
F 2.407 -1.497 -0.432 -0.623 0.445 0.282 -0.287
O -3.162 -1.991 0.640 2.150 1.279 -1.914 -0.339
C -2.770 -1.120 -0.027 -3.696 -1.152 2.633 1.084
O -2.881 -0.045 -0.562 -1.026 -1.777 -0.387 -0.629
O -0.489 -0.556 -0.101 1.658 -1.467 1.726 -0.996
Ir -1.262 1.033 -0.899 1.098 4.131 -1.915 1.112
```
Positions in Å, forces in eV/Å.

Properties
Gap between HOMO and LUMO (spin up / spin down) in eV: 8.8 / 6.8
Molar mass in Da: 399.37
HOMO (spin up / spin down) in eV: -13.79 / -14.72
Calculated total energy in Ha: -1556.51249
Multiplicity: 5
Total charge: +1

***

Record 4
The following is a DFT calculation (the ωB97M-V functional and the def2-TZVPD basis) of an isolated ion of composition C9H11N6 and charge +1 in a non-equilibrium geometry.

XYZ file:
```
26
Properties=species:S:1:pos:R:3:forces:R:3:nbo_charge:R:1
C -2.090 -1.154 0.810 -2.578 -2.400 -1.561 0.011
C -4.269 -0.224 -0.509 0.516 0.004 -0.574 -0.059
C -1.905 -0.040 0.048 -0.838 0.514 0.914 -0.147
C -3.080 0.524 -0.508 0.483 -1.785 0.721 0.184
C 3.298 -2.157 -1.476 -0.084 1.184 1.515 0.380
C 4.091 0.381 0.591 1.629 -0.237 -1.709 0.266
C 2.779 0.497 1.192 -0.734 -1.526 2.828 -0.345
C -0.628 0.601 -0.103 0.687 -0.733 0.720 -0.254
C 0.479 0.219 0.580 -1.208 0.846 -2.169 0.012
N -3.278 -1.849 0.693 1.441 -0.724 1.407 -0.246
N -4.312 -1.435 0.015 0.318 0.455 0.411 -0.163
N 3.695 -1.324 -0.782 -1.393 -2.170 -2.271 -0.040
N 1.757 0.590 0.182 0.640 -0.360 0.972 -0.607
N 4.479 -0.412 -0.388 1.306 3.073 2.926 -0.215
N -3.039 1.700 -1.114 0.414 4.256 -1.578 -0.799
H -1.309 -1.787 1.246 -0.295 0.638 0.163 0.198
H -5.120 0.065 -1.136 0.246 0.121 0.476 0.210
H 2.599 -2.833 -1.893 -0.189 -0.635 -0.470 0.291
H 4.760 1.186 0.949 0.458 -1.029 -0.741 0.239
H 2.569 -0.441 1.865 0.366 1.146 -1.404 0.260
H 2.942 1.230 2.032 -1.021 0.180 -1.040 0.230
H -0.705 1.288 -0.932 1.386 0.358 0.067 0.196
H 0.547 -0.545 1.306 -0.712 -0.650 0.827 0.194
H 1.746 1.440 -0.315 0.286 1.171 -0.698 0.393
H -3.902 2.291 -1.014 1.664 -0.750 -0.578 0.418
H -2.105 2.189 -1.340 -2.788 -0.946 0.849 0.393
```
Positions in Å, forces in eV/Å.

Properties
Gap between HOMO and LUMO in eV: 4.9
Energy above the lowest of the compared OMol25 structures with the same formula, charge and spin in eV: 4.424
Molar mass in Da: 203.23
HOMO in eV: -10.66
Calculated total energy in Ha: -677.60695
Total charge: +1

***

Record 5
The following is a DFT calculation (the ωB97M-V functional and the def2-TZVPD basis) of C22H35NO3P2ReS as an isolated structure in a non-equilibrium geometry.

XYZ file:
```
65
Properties=species:S:1:pos:R:3:forces:R:3:nbo_charge:R:1
P 1.271 -1.220 -3.450 4.281 0.169 -4.272 1.014
P -1.120 1.034 -4.877 -0.088 3.745 -5.371 1.057
C 0.490 -1.531 -5.170 0.066 -0.217 0.148 -0.708
C -0.112 -0.317 -5.862 0.202 -1.491 0.491 -0.531
H -0.245 -2.352 -5.114 0.430 0.503 0.075 0.247
H 1.309 -1.931 -5.784 -0.089 0.311 0.042 0.274
H 0.677 0.267 -6.369 -0.593 0.067 0.519 0.273
H -0.840 -0.670 -6.612 0.197 0.337 0.392 0.269
C -2.302 1.261 -6.348 -0.295 -0.664 0.099 -0.867
H -2.991 2.089 -6.144 0.206 -0.202 -0.045 0.254
H -2.888 0.346 -6.498 -0.064 0.162 0.012 0.240
H -1.775 1.491 -7.283 0.058 -0.257 0.403 0.255
C -0.081 2.496 -5.476 0.453 0.342 0.307 -0.884
H -0.560 2.985 -6.334 -0.012 -0.381 0.258 0.263
H 0.925 2.188 -5.776 -0.269 0.092 0.094 0.238
H 0.013 3.270 -4.709 0.037 -0.273 -0.298 0.243
C -1.585 -2.977 -3.288 -0.697 0.090 0.399 -0.935
H -2.311 -3.384 -2.555 0.079 -0.021 -0.341 0.254
H -1.216 -3.804 -3.912 0.003 0.266 0.061 0.273
H -2.091 -2.210 -3.901 0.031 -0.340 0.048 0.243
C 2.714 -2.401 -3.591 0.048 -0.090 0.304 -0.930
H 3.613 -1.833 -3.840 -0.116 -0.207 -0.102 0.258
H 2.542 -3.173 -4.352 -0.033 0.232 0.183 0.253
H 2.896 -2.908 -2.638 0.018 0.247 -0.232 0.259
Re -0.204 -2.089 -2.109 -1.925 -0.630 2.181 1.159
C 1.338 2.487 -0.812 -0.410 0.483 0.256 -0.142
C 0.039 2.804 -0.914 0.186 -0.057 0.052 -0.243
C -0.713 3.263 -2.126 -0.482 -0.287 -0.331 -0.440
C -1.944 2.358 -2.447 -0.231 1.631 0.167 -0.537
C -2.273 2.092 -3.888 0.009 -3.600 3.456 -0.113
C 2.233 0.330 -3.812 -0.800 -0.229 1.687 -0.300
C 1.778 1.603 -3.205 -0.496 0.603 -0.894 -0.504
C 2.345 2.068 -1.844 0.571 0.292 -0.160 -0.447
C 0.837 -3.684 -1.420 -0.139 -0.080 0.586 -0.907
H 1.795 2.578 0.170 -0.329 -0.622 -0.034 0.256
H -0.592 2.783 -0.014 0.568 0.539 -0.043 0.213
H -0.064 3.387 -3.001 -0.217 0.022 0.574 0.199
H -1.142 4.256 -1.909 0.418 -0.214 -0.060 0.250
H -1.870 1.404 -1.882 -0.030 0.116 -0.563 0.262
H -2.838 2.859 -2.029 0.257 -0.287 -0.087 0.259
H -3.236 1.555 -3.896 -0.105 0.825 -0.733 0.209
H 3.272 0.233 -4.156 -0.560 -0.265 0.078 0.238
H 0.676 1.559 -3.125 0.417 -0.030 0.131 0.186
H 2.007 2.396 -3.944 -0.165 -0.262 0.398 0.247
H 2.952 1.270 -1.391 -0.177 0.226 -0.048 0.244
H 3.038 2.903 -2.047 -0.084 -0.330 0.192 0.251
H 1.664 -3.368 -0.766 -0.104 -0.008 -0.142 0.287
H 1.220 -4.380 -2.173 -0.046 0.089 -0.036 0.265
H 0.073 -4.180 -0.795 0.251 -0.210 -0.060 0.226
O 2.685 1.075 1.455 -0.568 -0.964 -0.330 -0.897
S 1.960 -0.173 1.495 1.052 0.302 1.108 2.289
O 2.664 -1.338 1.973 -0.910 0.646 -0.778 -0.870
N 1.208 -0.488 0.029 -1.772 -0.884 -1.154 -0.795
C -0.109 -0.516 0.160 2.828 0.734 1.011 0.586
O -0.898 -0.868 -0.834 -0.452 0.069 -0.240 -0.644
C -0.631 -0.153 1.470 -0.898 -0.301 0.196 -0.111
C -1.967 -0.095 1.899 0.697 0.068 -0.100 -0.170
C -2.193 0.220 3.240 -0.070 -0.013 -0.029 -0.186
C -1.122 0.499 4.109 0.228 -0.093 -0.319 -0.149
C 0.209 0.447 3.653 -0.281 -0.232 -0.401 -0.146
C 0.427 0.065 2.331 -0.539 0.508 1.199 -0.320
H -2.757 -0.299 1.172 0.083 0.089 0.462 0.231
H -3.220 0.245 3.616 0.436 0.041 -0.093 0.246
H -1.323 0.741 5.156 0.077 -0.035 -0.441 0.251
H 1.057 0.682 4.284 -0.144 -0.074 0.168 0.256
```
Positions in Å, forces in eV/Å.

Properties
Gap between HOMO and LUMO (spin up / spin down) in eV: 6.3 / 5.4
Energy above the lowest of the compared OMol25 structures with the same formula, charge and spin in eV: 0.000
Molar mass in Da: 641.75
HOMO (spin up / spin down) in eV: -14.23 / -14.22
Calculated total energy in Ha: -2298.01404
Multiplicity: 4
Total charge: +2

***

Record 6
The following is a DFT calculation (the ωB97M-V functional and the def2-TZVPD basis) of a 4-piece molecular cluster, C32H67BrFN4O10P overall in a non-equilibrium geometry.

XYZ file:
```
116
Properties=species:S:1:pos:R:3:forces:R:3:lowdin_charge:R:1
C -5.100 1.563 -3.902 0.050 -0.005 0.134 -0.072
C -4.563 0.157 -4.139 0.006 0.051 -0.039 -0.264
O -3.423 -0.127 -3.341 0.002 -0.055 0.057 -0.114
C -3.756 -0.595 -2.064 -0.004 -0.092 -0.068 -0.256
O -2.557 -0.752 -1.357 -0.087 0.087 0.211 -0.145
C -2.250 -2.033 -0.945 0.130 0.195 -0.229 -0.637
Br -3.509 -2.589 0.505 -0.021 0.043 -0.010 0.760
C -0.811 -2.048 -0.457 0.029 -0.430 -0.166 -0.518
C -0.359 -3.459 0.003 -0.037 -0.034 0.034 -0.151
C -1.003 -4.720 -0.603 0.021 -0.015 0.026 -0.201
C -0.701 -5.054 -2.072 0.084 -0.130 -0.012 -0.212
C -1.919 -5.632 -2.801 0.176 -0.125 0.147 -0.203
C -1.676 -5.908 -4.295 -0.190 -0.196 -0.001 -0.211
C -2.519 -5.017 -5.209 0.196 -0.117 -0.284 -0.205
C -1.961 -3.586 -5.296 -0.049 -0.065 0.092 -0.206
C -1.679 -3.097 -6.716 0.003 -0.089 -0.118 -0.198
C -1.529 -1.567 -6.794 -0.106 0.144 -0.168 -0.187
C -0.119 -1.073 -7.160 0.067 0.088 -0.028 -0.170
C 0.369 0.060 -6.271 0.235 0.101 -0.057 -0.227
O 0.252 -0.336 -4.914 0.217 0.334 -0.736 -0.252
C 0.131 0.729 -3.993 -0.226 0.770 -0.348 -0.135
O -0.781 -1.167 0.660 0.028 0.171 -0.264 -0.143
C 0.494 -0.706 1.114 0.036 -0.407 0.106 -0.330
C 0.642 0.794 0.921 0.017 0.014 0.207 -0.133
C -0.567 1.567 1.477 -0.039 0.032 0.044 -0.133
C -1.589 2.020 0.425 -0.154 -0.120 0.144 -0.177
F -1.055 2.041 -0.871 -0.037 0.102 0.068 -0.080
C 0.616 -1.103 2.609 0.075 0.064 0.067 -0.036
C 1.528 -2.279 2.820 0.013 -0.540 0.063 -0.476
O 1.233 -3.343 3.294 0.126 0.694 -0.160 0.125
O 2.859 -2.028 2.466 -0.160 -0.190 -0.003 0.044
P 0.213 -1.203 -1.875 -0.090 -1.603 0.920 1.014
N 1.628 -2.179 -1.926 -0.045 0.338 -0.137 -0.142
O -0.682 -1.778 -3.160 0.122 -0.864 1.310 -0.312
H -5.840 1.826 -4.664 0.071 -0.032 0.079 0.075
H -4.271 2.275 -3.946 -0.133 -0.049 -0.047 0.082
H -5.576 1.657 -2.920 0.063 -0.006 -0.136 0.070
H -5.343 -0.597 -3.953 0.064 0.063 -0.132 0.121
H -4.220 0.055 -5.173 -0.109 -0.022 0.112 0.114
H -4.381 0.126 -1.518 0.069 -0.074 -0.097 0.141
H -4.285 -1.560 -2.137 0.018 0.134 0.025 0.125
H -2.398 -2.752 -1.754 -0.074 -0.037 0.205 0.098
H -0.572 -3.481 1.078 0.033 0.000 -0.110 0.113
H 0.729 -3.537 -0.102 -0.042 0.048 0.036 0.099
H -2.089 -4.691 -0.456 0.168 0.054 -0.012 0.057
H -0.652 -5.558 0.011 -0.117 0.117 -0.016 0.118
H 0.102 -5.805 -2.109 -0.043 0.182 -0.074 0.117
H -0.335 -4.183 -2.625 -0.149 0.051 0.082 0.073
H -2.205 -6.565 -2.297 -0.004 0.165 -0.018 0.115
H -2.776 -4.955 -2.674 0.135 -0.022 -0.055 0.107
H -1.882 -6.962 -4.518 0.003 0.130 0.044 0.104
H -0.614 -5.749 -4.535 -0.130 -0.055 0.026 0.111
H -2.540 -5.460 -6.213 -0.001 0.073 0.093 0.104
H -3.557 -5.010 -4.854 0.119 -0.014 -0.069 0.110
H -2.633 -2.868 -4.812 0.128 -0.120 0.047 0.109
H -1.019 -3.569 -4.732 -0.256 0.141 -0.051 0.088
H -0.754 -3.564 -7.081 -0.175 -0.061 -0.012 0.109
H -2.474 -3.446 -7.386 0.036 0.109 0.118 0.107
H -2.239 -1.182 -7.535 0.063 0.036 0.115 0.108
H -1.813 -1.130 -5.829 0.027 -0.084 -0.123 0.096
H 0.609 -1.893 -7.106 -0.121 0.038 0.049 0.109
H -0.099 -0.707 -8.195 0.101 -0.124 0.119 0.113
H -0.209 0.980 -6.454 -0.018 -0.209 0.136 0.124
H 1.422 0.287 -6.506 -0.137 0.059 0.032 0.124
H -0.550 1.502 -4.376 0.075 -0.119 -0.002 0.100
H 1.107 1.192 -3.785 -0.090 -0.060 0.008 0.100
H -0.280 0.325 -3.064 0.044 1.033 -0.876 -0.025
H 1.279 -1.228 0.546 -0.068 0.159 0.008 0.110
H 1.541 1.089 1.473 -0.088 0.081 -0.184 0.088
H 0.810 1.028 -0.132 -0.082 -0.031 0.138 0.091
H -1.104 0.932 2.194 0.099 0.190 -0.038 0.101
H -0.215 2.431 2.049 0.020 -0.070 -0.180 0.112
H -1.938 3.037 0.632 0.039 -0.108 -0.032 0.109
H -2.456 1.351 0.401 0.217 -0.004 -0.119 0.105
H -0.367 -1.323 3.027 0.118 0.022 -0.121 0.131
H 1.037 -0.258 3.166 -0.055 -0.157 -0.037 0.121
H 2.965 -2.062 1.506 -0.081 0.126 0.070 0.099
H 1.585 -3.087 -2.375 -0.041 -0.097 0.130 0.037
H 2.404 -1.642 -2.297 -0.027 -0.141 0.045 0.036
H -0.131 -1.920 -3.941 -0.082 0.512 -0.048 0.044
C 4.777 1.057 3.259 -0.027 -0.002 -0.019 -0.007
C 3.983 2.343 3.162 0.057 -0.055 0.003 -0.537
O 3.111 2.485 2.317 0.046 0.050 0.038 0.026
N 4.271 3.329 4.045 0.047 0.063 -0.166 0.017
C 5.276 3.328 5.082 -0.064 0.003 0.029 -0.083
H 4.412 0.377 2.495 -0.013 0.007 0.018 0.069
H 5.842 1.239 3.105 0.002 -0.009 0.012 0.082
H 4.650 0.585 4.234 0.021 0.000 0.003 0.084
H 3.692 4.156 3.964 -0.136 -0.097 0.154 0.094
H 4.818 3.464 6.064 0.002 -0.019 0.006 0.081
H 5.995 4.137 4.933 0.019 -0.018 -0.018 0.081
H 5.820 2.389 5.082 0.010 0.008 0.019 0.068
C 3.201 7.259 3.338 0.003 -0.045 -0.007 -0.002
C 3.082 6.763 4.760 -0.063 0.049 -0.056 -0.535
O 2.701 5.628 5.011 0.128 0.046 0.037 0.019
N 3.408 7.620 5.759 0.009 -0.016 0.033 0.011
C 3.866 8.989 5.650 -0.017 -0.021 0.020 -0.075
H 2.900 6.453 2.675 0.000 0.000 0.012 0.086
H 2.553 8.120 3.168 0.014 0.010 -0.002 0.087
H 4.226 7.551 3.106 -0.007 0.019 -0.003 0.086
H 3.301 7.226 6.681 -0.011 -0.001 -0.012 0.141
H 4.854 9.108 6.096 0.010 -0.003 -0.020 0.084
H 3.178 9.673 6.150 -0.011 0.005 -0.020 0.084
H 3.929 9.277 4.605 0.007 0.018 0.008 0.071
C -2.130 0.729 6.816 -0.020 -0.009 -0.040 -0.009
C -0.851 0.700 6.011 0.027 0.007 0.040 -0.533
O -0.859 0.683 4.792 -0.031 0.020 0.001 0.040
N 0.324 0.694 6.697 0.029 -0.008 -0.021 0.012
C 0.527 0.708 8.128 0.014 0.005 -0.033 -0.081
H -2.960 0.730 6.117 0.013 -0.002 -0.001 0.083
H -2.207 -0.146 7.463 0.000 0.010 0.013 0.084
H -2.182 1.623 7.438 0.001 -0.010 0.015 0.083
H 1.137 0.683 6.100 -0.012 0.014 -0.001 0.138
H 1.088 1.593 8.436 -0.019 0.012 0.006 0.082
H 1.073 -0.178 8.457 -0.020 -0.012 0.005 0.083
H -0.431 0.722 8.638 0.012 -0.001 0.018 0.069
```
Positions in Å, forces in eV/Å.

Properties
Gap between HOMO and LUMO in eV: 8.3
Molar mass in Da: 797.78
HOMO in eV: -7.75
Calculated total energy in Ha: -5246.15504
Total charge: 0

***

> Which formula does entry 1 have?

C2H8O2

***

> Among the records above, which one has the highest molar mass?

C32H67BrFN4O10P